C3H6Si2 in the gas phase. Source: OMol25; level of theory: wB97M-V/def2-TZVPD.

Geometry (Å):
C  -0.22132  -1.19377  1.51005
C  1.51905  0.44658  -0.74441
C  -1.04593  0.56139  -0.61985
Si  0.08835  -0.69945  -1.57090
Si  0.28950  0.34116  0.72072
H  -1.31558  -1.36814  1.42945
H  0.06789  -1.56380  2.51008
H  2.53829  0.24522  -0.61777
H  1.40416  1.37875  -1.17109
H  -1.21823  1.46175  -1.05363
H  -2.10618  0.39029  -0.39266

Values from the calculation:
Electronic energy ... -696.7501 hartree
Gap between HOMO and LUMO ... 0.2724 Ha
Charge ... 0
Highest occupied orbital energy ... -8.094 eV
Energy above the lowest of the compared OMol25 structures with the same formula, charge and spin ... 30.3 kcal/mol
E_LUMO ... -0.7 eV


32 unconnected molecules or ions with the total composition C3H70Br2N4O33P. Source: OMol25; level of theory: wB97M-V/def2-TZVPD.

Geometry (Å):
N  1.20942  1.70837  -1.47852
C  1.82013  0.34515  -1.87322
N  3.12290  0.43039  -2.62845
Br  3.04885  1.77052  -3.99288
N  1.19253  -0.86125  -1.53601
C  1.78149  -2.21971  -1.85388
C  3.27120  -2.49821  -1.23390
O  3.64596  -2.35829  0.04034
Br  4.67583  -3.12066  -2.57731
P  -0.40858  -0.93273  -0.67433
N  -0.28108  -0.26529  0.97519
O  -1.44056  0.09673  -1.65062
H  0.81430  1.65173  -0.49117
H  1.98705  2.42564  -1.35664
H  3.35862  -0.41648  -3.18090
H  1.78753  -2.34189  -3.04071
H  1.08071  -3.10077  -1.46004
H  0.69990  -0.26085  1.33320
H  -0.69728  0.69202  0.92393
H  -1.34189  1.02777  -1.26666
O  4.94077  -2.55190  -6.39423
H  4.47051  -3.39787  -6.34798
H  5.31072  -2.44089  -5.50553
O  2.62347  -3.55377  2.63262
H  2.20054  -2.69164  2.76222
H  3.08745  -3.46207  1.78687
O  5.53088  3.35798  -5.51915
H  4.87196  2.76169  -5.13288
H  5.07795  3.74314  -6.28432
O  -4.50069  0.42442  -1.65327
H  -4.73168  1.34353  -1.85532
H  -3.54370  0.38583  -1.80047
O  -3.07236  -2.03550  1.09226
H  -3.73128  -2.63179  1.47853
H  -3.52529  -1.65034  0.32709
O  7.80717  -3.83586  -7.25447
H  6.87490  -3.64848  -7.06819
H  7.82926  -3.98461  -8.21174
O  -2.99746  0.57164  2.65381
H  -2.58647  0.00486  3.32373
H  -3.87767  0.18608  2.52909
O  -0.72585  1.90270  4.31300
H  -1.35716  2.26841  4.95068
H  -1.26733  1.70682  3.53363
O  -6.02675  2.03851  -3.61380
H  -6.68567  1.44222  -3.22753
H  -6.47968  2.42367  -4.37897
O  -5.82523  -2.20764  2.23068
H  -6.25167  -3.00236  2.58495
H  -6.52467  -1.53734  2.25226
O  -2.57460  0.02447  -4.78268
H  -3.35750  0.59529  -4.76949
H  -2.30365  -0.02266  -3.85351
O  2.55847  4.88284  -3.13361
H  3.18385  5.21901  -3.79303
H  1.89433  4.41231  -3.65944
O  -6.53679  0.76600  1.64954
H  -6.95972  1.62813  1.77914
H  -6.07282  0.85770  0.80378
O  7.19727  -0.89235  -8.65309
H  7.83508  -1.36767  -8.09973
H  6.36041  -0.97834  -8.17220
O  -0.37025  -2.18582  -4.28693
H  -0.79752  -1.54601  -4.87602
H  0.01338  -1.63826  -3.58551
O  -9.00632  2.62947  2.48681
H  -9.43938  2.05804  3.13863
H  -9.55460  3.42836  2.47498
O  6.59288  -2.15838  1.07853
H  5.72122  -2.22259  0.66016
H  6.71386  -1.20781  1.22264
O  7.79064  0.77635  0.29016
H  8.67309  0.38594  0.37848
H  7.96502  1.71814  0.14316
O  1.65175  2.10432  5.90330
H  0.78009  2.04011  5.48493
H  1.77272  3.05489  6.04741
O  0.71024  -1.16891  -7.49573
H  0.28380  -1.96362  -7.14146
H  0.01080  -0.49861  -7.47415
O  -10.43767  5.49599  2.63002
H  -10.86494  6.13580  2.04093
H  -10.05404  6.04355  3.33144
O  -9.74676  -0.07231  2.30886
H  -9.12138  0.26385  1.64944
H  -10.41091  -0.54285  1.78303
O  0.96921  4.12047  8.09911
H  1.12323  4.94231  8.58879
H  1.50982  3.46533  8.56549
O  11.00348  -4.74817  -7.24495
H  10.22058  -4.17735  -7.23177
H  11.27443  -4.79530  -6.31579
O  -1.06966  3.88481  10.16811
H  -1.49259  4.74694  10.29771
H  -0.60568  3.97651  9.32235
O  -1.71211  6.45851  9.23453
H  -2.64438  6.64589  9.42081
H  -1.69003  6.30977  8.27726
O  -1.51879  -5.12527  -3.04164
H  -0.63633  -5.51567  -2.95331
H  -1.34441  -4.18348  -3.18863
O  3.75432  -5.61062  4.43302
H  3.32705  -4.97082  3.84393
H  4.13795  -5.06306  5.13444
O  -11.09566  3.32001  4.49323
H  -11.75458  2.72372  4.87950
H  -11.54859  3.70517  3.72806
O  3.70565  -8.15631  6.22454
H  3.67902  -7.34405  5.69685
H  4.63444  -8.23250  6.49013
O  3.45825  1.10525  0.81572
H  4.34070  0.71485  0.90405
H  3.63263  2.04705  0.66873

Values from the calculation:
Electronic energy ... -8347.2233 hartree
Gap between HOMO and LUMO ... 0.2342 Ha
Charge ... +1
Highest occupied orbital energy ... -11.774 eV
E_LUMO ... -5.4 eV


A molecular structure, C3H7AlIO2. Source: OMol25; level of theory: wB97M-V/def2-TZVPD.

Geometry (Å):
C  2.64547  0.26460  0.00767
Al  0.72974  -0.21132  0.15163
O  -0.23999  -0.46734  -1.33600
C  -1.53677  -0.48475  -0.80891
C  -1.66528  0.67118  0.24222
I  -2.81790  -0.07189  2.00598
O  -0.45244  1.11271  0.61549
H  3.07892  0.17750  1.00948
H  2.85855  1.27479  -0.34716
H  3.16989  -0.45865  -0.62206
H  0.50749  -1.48462  1.11559
H  -1.72416  -1.43675  -0.29566
H  -2.29817  -0.38928  -1.58905
H  -2.25534  1.50384  -0.14921

Values from the calculation:
Electronic energy ... -809.2550 hartree
Gap between HOMO and LUMO ... 0.2980 Ha
Charge ... -1
Highest occupied orbital energy ... -5.086 eV
Energy above the lowest of the compared OMol25 structures with the same formula, charge and spin ... 0.0 kcal/mol
E_LUMO ... 3.0 eV